No. 1
Formula: C5H16N2O
Source: the OMol25 dataset
Level of theory: ωB97M-V with the def2-TZVPD basis set

Atoms and positions in Å:
C -0.23 -1.55 2.13
N 0.28 -0.36 1.45
C 0.06 -0.37 -0.01
C -1.33 0.13 -0.49
C 1.06 0.72 -0.59
C 1.61 0.34 -1.94
N 2.08 -1.06 -1.99
H -0.47 -2.37 1.45
H 0.62 -1.99 2.73
H -1.11 -1.36 2.71
H -0.20 0.43 1.89
H 0.18 -1.40 -0.34
H -1.28 0.62 -1.49
H -1.68 0.88 0.21
H -2.14 -0.55 -0.77
H 0.64 1.68 -0.32
H 1.89 0.62 0.11
H 0.84 0.40 -2.70
H 2.42 1.00 -2.21
H 1.92 -1.75 -1.28
H 3.01 -0.97 -2.36
O -3.05 2.38 1.37
H -2.57 1.58 1.64
H -2.54 2.96 0.81

The orbital gap comes out at 9.68 eV. The calculation puts the LUMO energy at 0.0277 hartree. The HOMO energy comes out at -8.9300 eV.


No. 2
Formula: C18H18IrN6S
Source: the OMol25 dataset
Level of theory: ωB97M-V with the def2-TZVPD basis set

Atoms and positions in Å:
Ir -0.58 -0.33 0.72
C 0.92 3.48 2.13
C 0.38 2.31 1.39
N 0.23 1.12 1.88
N 0.43 0.83 3.22
C 0.10 -0.40 3.67
N 0.34 -0.71 4.92
S -0.71 -1.56 2.65
C -0.10 2.44 -0.02
C 0.05 3.59 -0.76
C -0.54 3.66 -2.03
C -1.27 2.59 -2.49
C -1.35 1.44 -1.70
N -0.77 1.36 -0.51
H 1.47 3.21 3.03
H 0.11 4.17 2.40
H 1.61 4.03 1.49
H 0.78 1.55 3.83
H 0.78 -0.08 5.58
H 0.04 -1.60 5.29
H 0.59 4.43 -0.36
H -0.43 4.55 -2.63
H -1.78 2.62 -3.44
H -1.90 0.57 -2.04
C -3.28 -3.06 -1.23
C -2.44 -3.72 -2.11
C -1.09 -3.37 -2.17
C -0.63 -2.37 -1.34
N -1.46 -1.74 -0.48
C -2.76 -2.08 -0.42
C 0.76 -1.89 -1.27
C 1.78 -2.28 -2.11
C 3.05 -1.77 -1.93
C 3.29 -0.88 -0.90
C 2.24 -0.50 -0.09
N 1.00 -0.99 -0.28
H -4.33 -3.31 -1.16
H -2.82 -4.50 -2.75
H -0.42 -3.89 -2.84
H -3.37 -1.54 0.30
H 1.58 -2.99 -2.91
H 3.86 -2.07 -2.59
H 4.27 -0.48 -0.71
H 2.38 0.18 0.73

The orbital gap comes out at 7.35 eV. The calculation puts the LUMO energy at -0.4048 hartree. Its net charge is +3. The HOMO energy comes out at -18.3673 eV.


No. 3
Formula: F2HPS
Source: the OMol25 dataset
Level of theory: ωB97M-V with the def2-TZVPD basis set

Atoms and positions in Å:
F -1.31 -1.37 3.10
F 0.82 -2.07 2.70
P 0.16 -0.73 3.32
S 0.27 0.59 1.00
H 0.01 0.18 -0.46

The orbital gap comes out at 7.39 eV. The calculation puts the LUMO energy at -0.0666 hartree. The HOMO energy comes out at -9.2021 eV.


No. 4
Formula: C19H25Br36Cl3N3
Source: the OMol25 dataset
Level of theory: ωB97M-V with the def2-TZVPD basis set

Atoms and positions in Å:
C -2.21 1.86 -4.57
C -1.66 3.37 -5.02
C -1.73 4.37 -3.72
Cl -3.56 4.63 -3.37
N -1.16 5.76 -3.95
C 0.22 5.74 -4.57
N 1.20 4.80 -4.37
N 0.54 6.92 -5.50
C -0.08 6.70 -6.86
Cl -1.90 7.12 -7.12
C 0.73 6.11 -7.96
C 0.04 5.86 -9.46
Cl 2.55 5.64 -7.81
H -3.24 1.89 -4.03
H -1.40 1.39 -3.83
H -2.24 1.14 -5.52
H -2.35 3.72 -5.92
H -0.59 3.20 -5.46
H -1.31 3.87 -2.73
H -1.06 6.20 -2.99
H 2.21 4.97 -4.62
H 0.99 3.81 -4.01
H 1.58 7.04 -5.54
H 0.58 4.96 -10.00
H 0.17 6.79 -10.18
H -1.09 5.55 -9.36
C 0.87 4.57 -0.32
Br 0.06 3.24 -1.49
Br 2.78 4.76 -0.65
Br -0.05 6.27 -0.41
H 0.76 4.20 0.70
C -1.24 -0.80 0.04
Br 0.49 -1.36 -0.66
Br -1.06 0.31 1.63
Br -2.33 0.06 -1.33
H -1.77 -1.71 0.35
C 2.50 2.19 -11.43
Br 4.23 1.63 -12.13
Br 2.68 3.30 -9.85
Br 1.41 3.05 -12.80
H 1.97 1.28 -11.13
C 2.33 -5.06 -1.01
Br 3.33 -3.48 -1.57
Br 2.94 -5.74 0.70
Br 0.41 -4.73 -1.01
H 2.52 -5.84 -1.75
C -3.50 -0.77 4.94
Br -4.94 -1.15 6.20
Br -1.76 -0.87 5.79
Br -3.61 -1.91 3.36
H -3.64 0.26 4.60
C -8.53 -1.06 8.70
Br -10.32 -1.47 9.36
Br -8.49 0.61 7.71
Br -7.21 -1.10 10.12
H -8.27 -1.86 7.99
C -9.00 4.45 10.01
Br -10.58 4.27 8.88
Br -8.48 2.75 10.80
Br -7.53 5.29 9.05
H -9.27 5.12 10.83
C -4.89 0.29 13.69
Br -4.88 -1.57 13.14
Br -3.16 1.14 13.42
Br -6.33 1.29 12.85
H -5.09 0.30 14.77
C 4.20 -7.27 -4.69
Br 2.41 -7.67 -4.02
Br 4.24 -5.60 -5.68
Br 5.52 -7.30 -3.26
H 4.46 -8.07 -5.39
C 9.17 -8.56 -3.33
Br 10.51 -7.37 -2.58
Br 9.77 -9.37 -5.00
Br 8.58 -9.90 -2.05
H 8.29 -7.95 -3.57
C -1.09 -2.93 12.67
Br 0.25 -1.74 13.42
Br -0.49 -3.74 11.00
Br -1.67 -4.27 13.95
H -1.96 -2.32 12.43
C 11.75 -9.83 0.47
Br 13.09 -8.64 1.23
Br 12.35 -10.64 -1.19
Br 11.17 -11.17 1.76
H 10.87 -9.22 0.23

The orbital gap comes out at 6.42 eV. The calculation puts the LUMO energy at -0.1699 hartree. Its net charge is +1. The HOMO energy comes out at -11.0476 eV.


No. 5
Formula: C42H41NO4P2V
Source: the OMol25 dataset
Level of theory: ωB97M-V with the def2-TZVPD basis set

Atoms and positions in Å:
V 1.72 2.70 -2.73
C 3.72 3.31 -2.65
C 3.47 3.91 -1.45
C 3.36 5.40 -1.34
C 2.30 5.96 -2.35
C 1.33 4.97 -2.96
C 1.61 4.16 -4.05
C 2.86 4.29 -4.83
C 4.12 4.08 -3.87
C -0.82 0.46 -0.72
H 4.13 2.34 -2.81
H 3.80 3.44 -0.50
H 4.27 5.93 -1.62
H 3.10 5.66 -0.32
H 1.69 6.66 -1.78
H 2.82 6.58 -3.11
H 0.27 5.29 -2.75
H 0.82 3.71 -4.63
H 3.04 5.26 -5.27
H 2.83 3.49 -5.59
H 4.81 3.44 -4.43
H 4.59 5.04 -3.62
H -0.06 -0.28 -0.98
H -1.78 -0.11 -0.85
H -0.54 0.71 0.22
P 2.31 1.72 0.32
P -1.19 1.86 -1.74
C 1.32 3.15 -0.27
C 0.14 3.05 -1.20
C 2.66 2.26 2.01
C 3.31 3.48 2.30
C 3.69 3.69 3.64
C 3.46 2.68 4.59
C 2.79 1.48 4.27
C 2.36 1.26 2.97
C 3.62 1.04 -0.70
C 3.39 0.49 -2.00
C 4.34 -0.41 -2.54
C 5.59 -0.55 -1.93
C 5.89 0.12 -0.73
C 4.93 0.93 -0.11
C -2.64 2.79 -1.23
C -2.80 3.05 0.15
C -4.01 3.51 0.62
C -5.02 3.79 -0.32
C -4.84 3.69 -1.71
C -3.60 3.21 -2.17
C -1.15 1.41 -3.49
C -1.23 0.03 -3.87
C -1.03 -0.32 -5.22
C -0.76 0.71 -6.14
C -0.76 2.05 -5.79
C -1.07 2.42 -4.47
H 1.34 4.01 0.41
H -0.39 4.04 -1.41
H 3.48 4.26 1.53
H 4.16 4.63 3.89
H 3.76 2.85 5.61
H 2.58 0.69 5.00
H 1.76 0.37 2.69
H 2.80 1.02 -2.74
H 4.13 -1.01 -3.45
H 6.32 -1.28 -2.34
H 6.84 -0.06 -0.24
H 5.13 1.36 0.87
H -2.01 2.80 0.88
H -4.17 3.59 1.71
H -6.01 4.03 0.04
H -5.65 3.93 -2.42
H -3.46 3.10 -3.25
H -1.40 -0.75 -3.10
H -1.04 -1.39 -5.49
H -0.47 0.42 -7.13
H -0.48 2.83 -6.50
H -1.17 3.50 -4.15
O 0.06 -0.50 2.16
C 0.33 -1.56 1.53
O 1.02 -1.73 0.49
C -0.27 -2.78 2.06
C 0.11 -4.04 1.57
C -0.37 -5.18 2.17
C -1.28 -5.06 3.26
C -1.73 -3.79 3.71
C -1.21 -2.65 3.11
N -1.89 -6.22 3.78
O -1.45 -7.33 3.37
O -2.70 -6.12 4.72
H 0.75 -4.08 0.69
H -0.03 -6.19 1.84
H -2.42 -3.69 4.56
H -1.54 -1.65 3.40

Its spin multiplicity is 2. The orbital gap (alpha / beta) comes out at 5.54 / 4.36 eV. The calculation puts the LUMO energy (alpha / beta) at -0.2570 / -0.2989 hartree. Its expectation value of S² is 0.7780. Its net charge is +2. The HOMO energy (alpha / beta) comes out at -12.5385 / -12.4955 eV.


No. 6
Formula: C2H4N4O2S
Source: the OMol25 dataset
Level of theory: ωB97M-V with the def2-TZVPD basis set

Atoms and positions in Å:
C 0.01 -1.24 1.44
C 0.08 1.17 -0.46
N 0.14 -3.02 -0.28
N -0.02 -1.72 0.30
N -0.16 2.48 -0.80
N 0.31 0.82 0.76
O -0.10 -1.17 2.60
O 0.04 0.37 -1.46
S 0.14 -1.56 -1.37
H -0.74 -3.54 -0.22
H 0.18 3.22 -0.20
H -0.14 2.67 -1.79
H 0.25 1.52 1.48

The orbital gap comes out at 9.11 eV. The calculation puts the LUMO energy at 0.0125 hartree. The HOMO energy comes out at -8.7730 eV.


No. 7
Formula: C29H31N6O4W
Source: the OMol25 dataset
Level of theory: ωB97M-V with the def2-TZVPD basis set

Atoms and positions in Å:
W -0.28 0.08 0.30
O 4.94 0.10 2.16
C 4.85 1.30 1.56
C 5.94 2.16 1.64
C 5.90 3.41 1.03
C 4.76 3.82 0.34
C 3.68 2.96 0.26
C 3.69 1.71 0.86
C 2.50 0.84 0.75
O 1.48 1.28 0.07
N 2.53 -0.33 1.32
N 1.33 -0.99 1.10
C 1.23 -2.28 1.25
C 0.03 -2.89 0.89
C -0.24 -4.28 0.87
C -1.27 -4.79 0.14
C -2.00 -3.87 -0.70
C -1.82 -2.55 -0.64
N -0.97 -1.97 0.36
H 4.08 -0.37 2.00
H 6.81 1.83 2.18
H 6.76 4.06 1.11
H 4.73 4.79 -0.13
H 2.77 3.25 -0.26
H 2.06 -2.85 1.67
H 0.44 -4.93 1.41
H -1.46 -5.85 0.10
H -2.67 -4.26 -1.46
H -2.29 -1.83 -1.31
C -1.16 3.41 2.97
C -1.14 2.62 1.69
O -0.64 1.44 1.82
C -1.66 3.16 0.53
C -1.72 2.57 -0.76
C -2.43 3.32 -1.85
N -1.15 1.42 -1.04
N -1.10 1.09 -2.41
C -0.31 0.08 -2.58
O 0.33 -0.51 -1.61
C -0.11 -0.46 -3.95
C 0.66 -1.60 -4.13
C 0.85 -2.13 -5.40
C 0.26 -1.51 -6.50
C -0.51 -0.37 -6.32
C -0.70 0.15 -5.05
H -0.14 3.61 3.29
H -1.62 2.81 3.76
H -1.70 4.35 2.87
H -2.11 4.14 0.62
H -2.92 4.20 -1.44
H -3.15 2.68 -2.35
H -1.71 3.63 -2.62
H 1.11 -2.06 -3.26
H 1.45 -3.02 -5.53
H 0.40 -1.93 -7.49
H -0.97 0.11 -7.18
H -1.30 1.04 -4.90
C -3.24 -0.23 2.76
C -2.24 -1.36 2.51
C -1.24 -1.41 3.66
C -3.00 -2.68 2.40
N -1.57 -1.02 1.25
H -3.79 -0.42 3.68
H -3.95 -0.16 1.93
H -2.73 0.73 2.84
H -1.76 -1.54 4.61
H -0.67 -0.48 3.69
H -0.54 -2.24 3.53
H -3.51 -2.87 3.34
H -2.33 -3.51 2.18
H -3.75 -2.63 1.60

The orbital gap (alpha / beta) comes out at 5.50 / 5.50 eV. The calculation puts the LUMO energy (alpha / beta) at 0.1023 / 0.1023 hartree. Its net charge is -1. The HOMO energy (alpha / beta) comes out at -2.7135 / -2.7126 eV.


No. 8
Formula: C34H53BeN5O2Se2Si3Te
Source: the OMol25 dataset
Level of theory: ωB97M-V with the def2-TZVPD basis set

Atoms and positions in Å:
Be 0.30 2.65 0.44
O 1.93 5.14 2.24
C 1.73 4.92 1.06
O 0.97 3.99 0.60
H 2.21 5.54 0.29
C 4.25 -0.85 -0.61
N 3.63 -0.66 -1.90
C 3.10 0.51 -2.36
Se 3.09 2.12 -1.51
N 2.59 0.24 -3.59
C 2.78 -1.09 -3.93
C 2.45 -1.83 -5.05
C 2.80 -3.18 -5.04
C 3.47 -3.75 -3.96
C 3.81 -3.00 -2.85
C 3.45 -1.67 -2.85
H 3.95 -0.02 0.04
H 5.34 -0.86 -0.70
H 3.90 -1.79 -0.18
H 2.09 0.94 -4.11
H 1.93 -1.39 -5.89
H 2.55 -3.79 -5.90
H 3.73 -4.80 -4.00
H 4.35 -3.44 -2.01
C -1.03 -3.56 1.77
Si 0.54 -3.99 0.85
C 2.01 -3.18 1.69
C 0.78 -5.85 0.85
C 0.44 -3.38 -0.91
Te 0.13 -1.26 -1.05
C -1.96 -1.39 -1.49
Si -2.32 -1.67 -3.31
C -1.31 -0.48 -4.34
C -1.85 -3.42 -3.80
C -4.15 -1.41 -3.60
H -0.99 -3.90 2.81
H -1.90 -4.04 1.30
H -1.20 -2.48 1.76
H 1.98 -3.33 2.77
H 2.04 -2.11 1.49
H 2.95 -3.62 1.33
H 0.85 -6.23 1.87
H 1.69 -6.13 0.32
H -0.06 -6.35 0.36
H -0.39 -3.84 -1.45
H 1.35 -3.61 -1.48
H -2.37 -0.43 -1.17
H -2.37 -2.16 -0.83
H -0.29 -0.85 -4.43
H -1.28 0.51 -3.88
H -1.73 -0.37 -5.34
H -0.76 -3.56 -3.76
H -2.17 -3.63 -4.82
H -2.31 -4.16 -3.15
H -4.43 -0.39 -3.31
H -4.75 -2.11 -3.03
H -4.40 -1.53 -4.66
C -2.31 0.35 1.80
Si -2.37 2.11 1.15
C -1.97 3.31 2.54
C -4.17 2.46 0.75
N -1.19 2.37 -0.11
C -1.46 2.72 -1.45
C -0.45 3.30 -2.24
C -0.68 3.72 -3.54
C -1.94 3.57 -4.12
C -2.93 2.95 -3.38
C -2.70 2.51 -2.08
H -2.49 0.32 2.88
H -1.34 -0.11 1.60
H -3.08 -0.27 1.33
H -2.30 2.92 3.52
H -2.48 4.26 2.37
H -0.91 3.54 2.62
H -4.69 2.55 1.71
H -4.65 1.65 0.19
H -4.31 3.39 0.19
H 0.54 3.44 -1.83
H 0.12 4.18 -4.10
H -2.13 3.92 -5.13
H -3.91 2.79 -3.82
H -3.50 2.02 -1.56
C 0.75 -0.54 4.48
N 0.92 0.90 4.47
C 1.19 1.67 3.38
Se 1.43 1.02 1.65
N 1.24 2.94 3.79
C 1.00 3.02 5.15
C 0.95 4.10 6.03
C 0.71 3.81 7.36
C 0.51 2.49 7.80
C 0.56 1.42 6.92
C 0.80 1.71 5.59
H 0.76 -0.91 3.46
H -0.22 -0.79 4.93
H 1.55 -1.02 5.05
H 1.48 3.73 3.19
H 1.10 5.11 5.68
H 0.67 4.61 8.08
H 0.33 2.31 8.85
H 0.40 0.40 7.26

The orbital gap comes out at 7.45 eV. The calculation puts the LUMO energy at 0.0128 hartree. The HOMO energy comes out at -7.0978 eV.


Number 1: total energy -384.78591 Ha. Number 2: total energy -1526.88715 Ha. Number 3: total energy -939.85891 Ha. Number 4: total energy -94947.72530 Ha. Number 5: total energy -3606.46255 Ha. Number 6: total energy -846.16681 Ha. Number 7: total energy -1820.37372 Ha. Number 8: total energy -7706.07524 Ha.